Molecular formula: C4H7NO
Method: DFT, ωB97M-V with the def2-TZVPD basis set

CARTESIAN COORDINATES (ANGSTROEM)
C (0.72995, 0.73920, -0.75579)
C (0.83498, -0.58443, -0.87074)
C (-0.21010, -1.35314, -1.49079)
N (-1.07704, -1.93796, -1.98818)
H (1.48150, 1.32030, -0.23276)
H (-0.09221, 1.26769, -1.22529)
H (1.70287, -1.12730, -0.51310)
H (0.13862, -1.11525, 1.57175)
H (0.51072, -1.48695, 1.04681)
C (-1.00178, 1.06651, 1.10053)
O (-0.68360, 0.46093, 2.09359)
H (-0.63222, 2.09172, 0.91795)
H (-1.70169, 0.65869, 0.34601)

Energy relative to the best compared isomer or geometry (same formula, charge and spin): 392.3 kJ/mol
Total energy: -7795.5782 eV
Orbital gap: 10.321 eV
Molecular weight: 85.1 g/mol